[1]
DFT (the ωB97M-V functional and the def2-TZVPD basis) results for a gas-phase ion, C21H42N5O7 (charge +1).

Geometry as XYZ:
```
75
C21H42N5O7 | OMol25 | the ωB97M-V functional and the def2-TZVPD basis
C 2.504 0.938 3.582
C 2.603 0.663 2.089
N 1.260 0.501 1.525
C 1.230 0.159 0.093
C 1.424 1.431 -0.742
C 0.220 2.349 -0.558
N 0.168 2.747 0.872
C -1.093 1.661 -0.992
O -1.623 2.401 -2.071
C -2.995 2.717 -1.967
O -3.258 3.325 -0.730
C -2.662 4.563 -0.578
C -2.563 4.950 0.877
N -2.160 3.781 1.678
C -2.231 5.297 -1.595
C -2.395 4.877 -3.023
C -3.336 3.661 -3.128
N -3.275 2.926 -4.368
C -0.899 0.184 -1.363
O -2.180 -0.378 -1.475
C -0.123 -0.517 -0.228
O 0.080 -1.869 -0.574
C -0.600 -2.836 0.214
O -0.949 -3.911 -0.584
C 0.155 -4.651 -1.082
C 1.095 -5.186 0.018
C 2.269 -5.911 -0.649
O 0.416 -6.057 0.901
C 1.538 -3.978 0.879
N 2.347 -4.258 2.049
C 3.788 -4.233 1.881
C 0.257 -3.304 1.399
O 0.587 -2.227 2.246
H 2.009 0.113 4.087
H 1.939 1.848 3.772
H 3.497 1.054 4.005
H 3.207 -0.238 1.920
H 3.104 1.497 1.591
H 0.819 -0.269 2.034
H 2.020 -0.563 -0.155
H 1.536 1.172 -1.792
H 2.336 1.943 -0.432
H 0.318 3.243 -1.183
H 0.867 3.467 1.052
H -0.805 3.147 1.187
H 0.496 1.828 1.406
H -1.812 1.673 -0.164
H -3.608 1.808 -1.994
H -3.534 5.342 1.205
H -1.818 5.738 0.998
H -2.875 3.067 1.554
H -2.144 4.032 2.662
H -1.748 6.243 -1.406
H -2.790 5.708 -3.610
H -1.417 4.612 -3.439
H -4.371 3.989 -2.978
H -3.469 3.534 -5.156
H -2.353 2.523 -4.490
H -0.359 0.093 -2.313
H -2.092 -1.305 -1.732
H -0.768 -0.463 0.659
H -1.547 -2.418 0.584
H -0.299 -5.480 -1.632
H 0.733 -4.031 -1.777
H 2.920 -5.209 -1.161
H 2.841 -6.453 0.100
H 1.896 -6.632 -1.374
H 0.037 -6.787 0.399
H 2.074 -3.265 0.242
H 2.044 -5.137 2.456
H 4.191 -5.024 1.240
H 4.075 -3.271 1.455
H 4.244 -4.324 2.866
H -0.329 -4.050 1.953
H 1.336 -2.571 2.767
```

Calculated values
DFT total energy (eV): -44235.9885
SMILES: CCN[C@@H]1C[C@H]([NH3+])[C@@H](O[C@H]2OC(CN)=CC[C@H]2N)[C@H](O)[C@H]1O[C@H]1OC[C@](C)(O)[C@H](NC)[C@H]1O
Frontier orbital gap (eV): 9.366
Total charge: +1

[2]
DFT (the ωB97M-V functional and the def2-TZVPD basis) results for a molecular structure, C4H6O.

Geometry as XYZ:
```
11
C4H6O | OMol25 | the ωB97M-V functional and the def2-TZVPD basis
C 0.363 0.231 1.272
C 1.049 -0.749 0.640
C -0.605 0.655 0.205
C -0.224 -0.320 -0.854
O 0.364 0.341 -1.938
H 0.189 0.834 2.132
H 1.774 -1.545 0.858
H -1.701 0.846 0.300
H -0.351 1.616 -0.147
H -0.848 -1.272 -0.960
H 0.498 -0.312 -2.576
```

Calculated values
Spin multiplicity: 3
DFT total energy (eV): -6284.1183
<S²>: 2.005
Frontier orbital gap (alpha / beta) (eV): 5.044 / 6.403

[3]
DFT (the ωB97M-V functional and the def2-TZVPD basis) results for 3 unconnected molecules or ions with the total composition C31H57B3N2O13P2.

Geometry as XYZ:
```
108
C31H57B3N2O13P2 | OMol25 | the ωB97M-V functional and the def2-TZVPD basis
C 2.170 -1.266 5.315
C 1.861 0.168 4.987
C 0.791 0.846 5.559
C 0.537 2.177 5.267
C 1.358 2.884 4.399
C 1.118 4.332 4.029
B 0.862 4.411 2.486
O 0.022 3.511 1.860
B 0.536 2.937 0.712
C -0.238 1.795 -0.020
C -0.131 0.504 0.802
C -0.602 -0.778 0.072
C 0.476 -1.868 0.188
C -0.045 -3.301 -0.052
C 0.055 -4.208 1.174
C 1.463 -4.726 1.575
C 2.541 -4.772 0.485
C 3.483 -3.566 0.386
C 4.145 -3.130 1.692
C 4.916 -1.801 1.487
C 6.308 -1.759 2.149
N 7.320 -1.208 1.264
C 7.552 0.120 1.033
C 8.557 0.225 0.099
C 8.948 -1.095 -0.249
C 8.167 -1.956 0.488
O 1.763 3.412 0.232
B 2.191 4.653 0.652
C 3.501 5.269 0.009
O 3.087 5.989 -1.175
N 4.134 6.892 -1.548
O 3.707 7.942 -1.793
O 1.510 5.319 1.650
C 2.428 2.206 3.817
C 2.674 0.876 4.106
H 1.264 -1.824 5.552
H 2.673 -1.753 4.479
H 2.827 -1.345 6.183
H 0.139 0.316 6.245
H -0.316 2.660 5.727
H 1.990 4.929 4.304
H 0.274 4.736 4.593
H -1.284 2.108 -0.100
H 0.179 1.701 -1.023
H 0.932 0.348 1.009
H -0.656 0.594 1.753
H -1.560 -1.137 0.449
H -0.681 -0.513 -0.983
H 1.202 -1.657 -0.603
H 1.029 -1.787 1.129
H 0.399 -3.738 -0.947
H -1.112 -3.214 -0.280
H -0.637 -5.045 1.066
H -0.318 -3.609 2.010
H 1.798 -4.168 2.448
H 1.328 -5.753 1.921
H 2.110 -4.960 -0.498
H 3.177 -5.637 0.699
H 3.006 -2.702 -0.077
H 4.298 -3.854 -0.287
H 4.864 -3.893 1.999
H 3.410 -2.960 2.476
H 4.314 -1.011 1.940
H 5.001 -1.567 0.427
H 6.629 -2.750 2.462
H 6.273 -1.097 3.015
H 6.992 0.906 1.514
H 8.961 1.146 -0.290
H 9.708 -1.391 -0.953
H 8.129 -3.032 0.506
H 4.015 5.946 0.691
H 4.176 4.459 -0.283
H 3.088 2.716 3.121
H 3.512 0.371 3.640
C -4.159 2.837 -2.047
O -4.458 2.206 -3.300
P -3.340 1.361 -4.037
O -2.383 0.680 -3.162
O -2.681 2.347 -5.095
C -1.897 3.448 -4.624
O -4.224 0.441 -4.956
C -3.542 -0.458 -5.848
H -5.107 3.019 -1.548
H -3.537 2.190 -1.430
H -3.655 3.789 -2.214
H -1.387 3.199 -3.692
H -2.539 4.318 -4.481
H -1.154 3.673 -5.385
H -2.939 -1.164 -5.279
H -2.913 0.100 -6.541
H -4.309 -0.990 -6.401
C -7.175 0.311 -4.059
O -7.832 -0.963 -4.165
P -8.894 -1.381 -3.075
O -9.656 -0.280 -2.480
O -8.122 -2.286 -2.015
C -7.143 -1.675 -1.172
O -9.705 -2.465 -3.878
C -10.765 -3.148 -3.195
H -6.794 0.571 -5.040
H -7.874 1.080 -3.731
H -6.340 0.246 -3.366
H -7.407 -0.640 -0.948
H -6.166 -1.716 -1.655
H -7.107 -2.240 -0.244
H -11.530 -2.439 -2.880
H -10.377 -3.686 -2.330
H -11.189 -3.856 -3.901
```

Calculated values
DFT total energy (eV): -83285.7615
SMILES: Cc1ccc(CB2OB(CCCCCCCCCCCCn3cccc3)OB(CON=O)O2)cc1.COP(=O)(OC)OC.COP(=O)(OC)OC
Frontier orbital gap (eV): 8.338

[4]
DFT (the ωB97M-V functional and the def2-TZVPD basis) results for a molecular structure, C8H8NO3S.

Geometry as XYZ:
```
21
C8H8NO3S | OMol25 | the ωB97M-V functional and the def2-TZVPD basis
C 0.897 1.139 -1.690
C 0.795 1.956 -0.598
C -0.251 -1.295 2.409
C -1.128 -0.246 -2.394
C -0.823 0.064 2.989
C -0.755 0.421 1.510
C 0.206 -0.209 -1.917
C 1.012 -1.340 -1.243
N -0.160 -0.816 1.187
O -2.287 -0.070 -2.237
O -0.107 -2.409 2.907
O -0.279 -0.353 -3.330
S 0.406 2.025 1.022
H 1.216 1.591 -2.631
H 1.406 2.857 -0.751
H -1.873 0.108 3.432
H -0.111 0.564 3.659
H -1.590 0.912 1.087
H 1.992 -1.212 -1.534
H 0.708 -2.215 -1.731
H 0.728 -1.474 -0.145
```

Calculated values
DFT total energy (eV): -26891.1549
Frontier orbital gap (eV): 7.723
Total charge: -1

[5]
DFT (the ωB97M-V functional and the def2-TZVPD basis) results for a single C5H5N molecule.

Geometry as XYZ:
```
11
C5H5N | OMol25 | the ωB97M-V functional and the def2-TZVPD basis
C 0.966 0.948 0.068
C -0.239 1.265 -0.042
C -1.341 0.336 -0.115
N -1.102 -1.014 0.085
C 0.260 -1.254 0.024
C 1.344 -0.376 -0.108
H 1.622 1.642 0.419
H -0.527 2.357 0.086
H -2.352 0.683 0.029
H 0.830 -2.329 0.178
H 2.210 -0.771 -0.268
```

Calculated values
DFT total energy (eV): -6753.6900
SMILES: c1ccncc1
Frontier orbital gap (eV): 10.191

[6]
DFT (the ωB97M-V functional and the def2-TZVPD basis) results for a single C5H2O molecule.

Geometry as XYZ:
```
8
C5H2O | OMol25 | the ωB97M-V functional and the def2-TZVPD basis
C 1.142 -1.059 -0.227
C 0.987 1.249 -0.219
C -1.187 -0.139 -0.446
C 1.215 0.150 0.646
C 0.254 0.037 -0.605
O -1.811 0.240 0.491
H -1.590 -0.725 -1.377
H 0.990 0.247 1.738
```

Calculated values
DFT total energy (eV): -7256.9275
Frontier orbital gap (eV): 9.027